# 1
ORCA calculation (ωB97M-V/def2-TZVPD) on C25H44N7O3SW as an isolated structure at a distorted geometry.

Atoms and positions in Å:
W 1.393 0.607 0.013
C 4.543 0.099 0.470
C 4.340 1.361 -0.354
N 3.171 2.080 0.178
C 3.393 2.716 1.503
C 2.199 2.462 2.405
N 1.802 1.046 2.288
C 2.724 0.116 2.972
C 3.054 -1.067 2.078
N 3.248 -0.587 0.694
H 5.253 -0.566 -0.025
H 4.974 0.345 1.440
H 5.247 1.972 -0.332
H 4.124 1.109 -1.393
H 2.846 2.795 -0.465
H 4.309 2.305 1.928
H 3.549 3.789 1.391
H 2.427 2.734 3.440
H 1.355 3.057 2.070
H 0.848 0.966 2.646
H 3.632 0.660 3.234
H 2.292 -0.235 3.910
H 3.940 -1.594 2.444
H 2.225 -1.771 2.054
H 3.202 -1.390 0.080
C 3.430 -2.421 -1.980
C 2.182 -2.269 -2.802
C 1.983 -3.110 -3.890
C 0.866 -2.986 -4.699
C -0.064 -1.997 -4.419
C 0.088 -1.148 -3.331
C -0.933 -0.088 -3.047
C 1.218 -1.292 -2.505
N 1.327 -0.455 -1.401
H 4.177 -3.001 -2.519
H 3.232 -2.952 -1.041
H 3.871 -1.446 -1.759
H 2.730 -3.862 -4.115
H 0.732 -3.640 -5.550
H -0.930 -1.872 -5.059
H -1.791 -0.195 -3.710
H -0.512 0.909 -3.189
H -1.262 -0.119 -2.007
S -0.204 -2.333 1.344
C -1.179 -2.711 0.028
N -0.850 -3.522 -0.980
C -1.958 -3.767 -1.895
C -2.948 -2.662 -1.487
N -2.439 -2.274 -0.172
H 0.020 -4.023 -0.988
H -2.376 -4.763 -1.735
H -1.636 -3.675 -2.930
H -3.969 -3.032 -1.419
H -2.920 -1.819 -2.179
H -2.756 -1.453 0.315
C -1.203 3.790 -1.173
C -0.129 2.927 -0.580
O -0.312 1.651 -0.629
O 0.900 3.397 -0.077
H -1.075 3.802 -2.258
H -1.120 4.806 -0.799
H -2.186 3.376 -0.961
O -0.843 1.715 2.239
C -2.025 1.416 2.427
C -3.077 2.479 2.616
C -4.163 2.476 1.533
C -5.272 1.454 1.761
C -4.817 0.000 1.711
C -3.756 -0.365 2.745
N -2.417 0.128 2.445
H -2.544 3.427 2.628
H -3.541 2.350 3.600
H -3.702 2.312 0.554
H -4.608 3.472 1.503
H -6.054 1.605 1.014
H -5.736 1.647 2.734
H -4.440 -0.225 0.707
H -5.681 -0.648 1.874
H -3.663 -1.450 2.812
H -4.073 -0.020 3.734
H -1.680 -0.556 2.292

Computed properties:
Multiplicity   3
Maximum force   0.02890 hartree/bohr
Electronic energy   -55871.4357 eV
Charge   +1
Energy above the lowest of the compared OMol25 structures with the same formula, charge and spin   0.0 kcal/mol

Results of the Mulliken charge analysis, in e, for atoms 1 through 8: atom 1 (W): 0.41, atom 2 (C): -0.76, atom 3 (C): -0.94, atom 4 (N): -0.36, atom 5 (C): -0.80, atom 6 (C): -0.68, atom 7 (N): 0.23, atom 8 (C): -0.76

---

# 2
ORCA calculation (ωB97M-V/def2-TZVPD) on C25H45AuNP2S as an isolated structure at a distorted geometry.

Atoms and positions in Å:
Au -0.479 -0.245 -2.345
C -2.441 1.873 1.070
C -2.627 0.918 0.034
C -2.350 -0.230 1.999
C -2.310 1.155 2.294
C -2.462 -0.373 0.588
C -2.435 3.332 0.880
H -1.970 3.584 -0.082
H -1.881 3.840 1.677
H -3.462 3.726 0.867
C -2.132 1.669 3.665
H -2.286 2.750 3.717
H -1.129 1.425 4.055
H -2.850 1.193 4.351
C -2.266 -1.261 3.047
H -2.843 -0.916 3.933
H -1.234 -1.403 3.415
H -2.685 -2.238 2.751
C -2.328 -1.607 -0.215
H -3.019 -1.587 -1.086
H -2.507 -2.528 0.353
H -1.314 -1.654 -0.707
C -2.903 1.240 -1.379
H -3.624 2.063 -1.466
H -3.264 0.352 -1.913
H -1.977 1.577 -1.872
C 1.292 0.687 -2.650
C 0.161 1.573 -2.911
C -0.379 1.838 -4.329
C -1.280 0.696 -4.955
C -1.139 -0.667 -4.318
C 0.101 -1.357 -4.053
C 1.411 -0.890 -4.647
C 2.130 0.171 -3.794
H 0.370 2.116 -5.095
H -1.263 0.690 -6.061
H -1.037 2.708 -4.281
H 2.461 0.997 -4.441
H 1.794 0.806 -1.685
H 0.065 2.388 -2.161
H 3.076 -0.255 -3.428
H 2.071 -1.754 -4.745
H 0.022 -2.431 -3.972
H 1.402 -0.533 -5.703
H -2.335 0.937 -4.755
H -1.938 -1.388 -4.441
P 1.876 1.863 1.682
C 1.423 3.051 3.054
H 2.167 3.850 3.130
H 1.371 2.517 4.010
H 0.442 3.495 2.849
C 3.585 1.600 2.389
H 4.093 2.545 2.571
H 4.150 1.003 1.668
H 3.540 1.031 3.327
C 2.424 3.183 0.518
H 2.647 2.716 -0.446
H 3.326 3.677 0.892
H 1.638 3.940 0.410
P 1.237 -4.052 0.407
C -0.101 -5.295 0.713
H 0.261 -6.268 1.105
H -0.672 -5.399 -0.236
H -0.812 -4.863 1.440
C 2.960 -4.426 -0.108
H 2.939 -4.287 -1.213
H 3.242 -5.465 0.151
H 3.687 -3.696 0.295
C 1.158 -3.189 2.012
H 1.213 -3.983 2.799
H 0.161 -2.723 2.078
H 1.907 -2.390 2.205
S 1.640 -0.356 4.261
C 1.272 -0.472 5.844
N 1.018 -0.590 6.989

Computed properties:
Multiplicity   3
Maximum force   0.10073 hartree/bohr
Electronic energy   -61236.0796 eV
Charge   +1
Energy above the lowest of the compared OMol25 structures with the same formula, charge and spin   145.9 kcal/mol

Results of the Mulliken charge analysis, in e, for atoms 1 through 8: atom 1 (Au): 0.58, atom 2 (C): -0.03, atom 3 (C): 1.23, atom 4 (C): 0.40, atom 5 (C): 0.84, atom 6 (C): 0.74, atom 7 (C): -1.62, atom 8 (H): 0.33

---

# 3
ORCA calculation (ωB97M-V/def2-TZVPD) on one molecule with the formula C25H45BFI2NO3 at a distorted geometry.

Atoms and positions in Å:
C 4.317 -4.307 2.034
C 4.060 -3.289 1.065
C 3.529 -2.226 -0.115
C 1.893 -2.063 -0.191
N 1.607 -3.425 -0.777
C 1.196 -2.236 1.295
B 0.729 -3.630 1.959
C 1.256 -3.913 3.529
O -0.097 -4.714 1.393
O -0.030 -1.442 1.237
C -0.225 -0.718 -0.066
C -0.934 0.649 0.474
C -0.569 1.085 2.033
C -0.799 2.719 2.308
C -2.251 3.216 1.733
C -2.694 4.531 2.631
O -3.982 5.074 2.165
C -3.764 5.908 0.952
C -1.530 -1.537 -0.622
C -2.542 -2.109 0.590
C -2.385 -0.737 -1.812
C -3.878 -0.246 -1.401
C -4.547 0.383 -2.802
C 1.226 -0.693 -0.910
C 2.217 0.525 -0.424
F 2.573 0.492 1.048
C 1.791 2.070 -0.633
C 3.137 3.066 -0.597
C 1.176 -0.530 -2.516
I 0.281 -2.237 -3.671
C 2.425 -0.191 -3.456
C 3.862 -0.969 -3.213
I 2.719 1.961 -4.031
H 4.564 -5.386 2.481
H 4.008 -2.713 -1.095
H 4.152 -1.274 0.101
H 2.126 -3.620 -1.659
H 0.614 -3.610 -0.990
H 1.845 -1.702 2.144
H 1.391 -5.087 3.626
H 2.295 -3.407 3.729
H 0.498 -3.496 4.323
H -0.341 -5.371 2.119
H -0.846 1.565 -0.290
H -2.127 0.583 0.573
H 0.484 0.806 2.408
H -1.346 0.558 2.771
H -0.852 2.826 3.491
H 0.107 3.374 1.965
H -3.004 2.331 1.885
H -2.089 3.503 0.594
H -2.725 4.163 3.756
H -1.800 5.301 2.569
H -2.638 6.161 0.747
H -4.318 6.934 1.128
H -4.160 5.323 -0.002
H -1.265 -2.578 -1.145
H -3.561 -2.536 0.136
H -2.078 -3.047 1.147
H -2.756 -1.314 1.418
H -2.521 -1.434 -2.772
H -1.777 0.205 -2.167
H -3.946 0.621 -0.619
H -4.629 -1.077 -1.065
H -4.567 -0.535 -3.565
H -3.832 1.180 -3.296
H -5.647 0.751 -2.649
H 3.306 0.450 -0.913
H 1.059 2.313 -1.508
H 1.211 2.405 0.358
H 2.830 3.998 -1.271
H 3.337 3.509 0.479
H 4.068 2.564 -1.096
H 0.364 0.328 -2.716
H 2.168 -0.561 -4.576
H 4.463 -0.827 -4.236
H 3.628 -2.111 -3.145
H 4.542 -0.531 -2.383

Computed properties:
Maximum force   0.19272 hartree/bohr
Structure (SMILES)   C#CC[C@@]1(N)[C@H](B(C)O)O[C@](CCCCCOC)([C@@H](C)CCC)[C@]1([C@H](F)CC)[C@H](I)[C@H](C)I
Electronic energy   -53867.6057 eV
Energy above the lowest of the compared OMol25 structures with the same formula, charge and spin   277.4 kcal/mol

Results of the Mulliken charge analysis, in e, for atoms 1 through 8: atom 1 (C): -0.83, atom 2 (C): -0.19, atom 3 (C): 0.29, atom 4 (C): -0.17, atom 5 (N): -0.36, atom 6 (C): -0.86, atom 7 (B): 1.16, atom 8 (C): -1.01

---

# 4
ORCA calculation (ωB97M-V/def2-TZVPD) on C25H45CeNP2S as an isolated structure at a distorted geometry.

Atoms and positions in Å:
Ce -0.078 0.034 0.247
C -2.174 1.710 0.800
C -2.577 0.789 -0.223
C -2.359 -0.378 1.762
C -2.047 0.985 2.019
C -2.642 -0.529 0.360
C -2.124 3.188 0.660
H -1.874 3.492 -0.365
H -1.381 3.611 1.344
H -3.098 3.649 0.893
C -1.809 1.583 3.364
H -1.554 2.647 3.313
H -0.990 1.068 3.883
H -2.705 1.493 3.998
C -2.556 -1.445 2.780
H -3.622 -1.656 2.955
H -2.133 -1.149 3.747
H -2.078 -2.387 2.475
C -3.006 -1.796 -0.328
H -4.096 -1.905 -0.414
H -2.628 -2.665 0.225
H -2.588 -1.844 -1.339
C -2.978 1.186 -1.591
H -3.949 1.704 -1.615
H -3.056 0.326 -2.254
H -2.247 1.872 -2.030
C 1.443 0.404 -1.776
C 0.391 1.273 -2.006
C -0.172 1.482 -3.402
C -1.060 0.364 -4.011
C -1.159 -0.932 -3.269
C -0.105 -1.723 -3.046
C 1.249 -1.429 -3.620
C 2.098 -0.355 -2.908
H 0.648 1.691 -4.108
H -0.711 0.187 -5.042
H -0.763 2.410 -3.387
H 2.465 0.351 -3.670
H 2.098 0.485 -0.882
H 0.187 2.120 -1.316
H 2.999 -0.837 -2.505
H 1.817 -2.369 -3.635
H -0.229 -2.714 -2.605
H 1.144 -1.139 -4.677
H -2.078 0.758 -4.130
H -2.175 -1.317 -3.127
P 1.877 2.401 1.306
C 1.604 3.168 2.953
H 2.400 3.892 3.183
H 1.580 2.387 3.727
H 0.639 3.693 2.960
C 3.516 1.630 1.637
H 4.193 2.363 2.101
H 3.953 1.275 0.694
H 3.387 0.773 2.310
C 2.411 3.867 0.343
H 2.806 3.538 -0.627
H 3.182 4.440 0.876
H 1.541 4.512 0.158
P 0.982 -2.918 0.443
C -0.038 -4.286 -0.234
H 0.578 -5.164 -0.481
H -0.564 -3.942 -1.135
H -0.791 -4.582 0.511
C 2.578 -3.122 -0.456
H 2.459 -2.926 -1.530
H 2.988 -4.131 -0.313
H 3.286 -2.387 -0.045
C 1.468 -3.649 2.059
H 1.886 -4.658 1.922
H 0.581 -3.707 2.702
H 2.200 -3.008 2.564
S 1.514 -0.918 4.990
C 1.152 -0.535 3.498
N 0.895 -0.299 2.342

Computed properties:
Multiplicity   2
Maximum force   0.06460 hartree/bohr
Electronic energy   -70482.4459 eV
Charge   +1
Energy above the lowest of the compared OMol25 structures with the same formula, charge and spin   0.0 kcal/mol

Results of the Mulliken charge analysis, in e, for atoms 1 through 8: atom 1 (Ce): -0.89, atom 2 (C): 0.51, atom 3 (C): 0.87, atom 4 (C): 1.22, atom 5 (C): 0.63, atom 6 (C): 0.13, atom 7 (C): -1.68, atom 8 (H): 0.30